w) {
  "formula": "H22O11",
  "method": "ωB97M-V/def2-TZVPD",
  "orbital_gap_ev": 8.99,
  "homo_ev": -9.74,
  "multiplicity": 1,
  "elements": ["O", "O", "O", "O", "O", "O", "O", "O", "O", "O", "O", "H", "H", "H", "H", "H", "H", "H", "H", "H", "H", "H", "H", "H", "H", "H", "H", "H", "H", "H", "H", "H", "H"],
  "xyz": [[-2.851, 1.597, 0.779], [0.184, -2.276, -1.140], [-0.017, 0.569, 0.374], [-0.045, 1.300, 3.187], [-1.574, -0.628, -2.597], [1.010, 3.044, 0.077], [-1.356, -2.599, 2.637], [1.460, -1.004, 3.525], [2.290, -1.743, 0.700], [-0.474, 1.972, -2.628], [1.838, 0.544, -2.315], [-1.717, -0.844, -3.519], [1.875, 1.385, -2.770], [0.456, 0.595, 3.597], [-0.047, 2.178, -3.460], [0.351, -0.296, 0.552], [-2.190, -2.969, 2.926], [-0.438, -1.728, -1.619], [-1.097, 2.686, -2.495], [-0.104, 0.602, -0.578], [0.820, -2.550, -1.801], [1.327, -1.425, 2.676], [1.576, -1.864, 0.073], [0.566, 3.356, -0.712], [0.666, 2.161, 0.213], [-1.589, -2.021, 1.910], [0.160, 1.229, 2.255], [2.885, -2.473, 0.530], [-2.082, 1.040, 0.905], [1.065, 0.109, -2.677], [-3.143, 1.404, -0.112], [1.890, -1.671, 4.059], [-1.694, 0.320, -2.551]]
}

***

x) {
  "formula": "H22O11",
  "method": "ωB97M-V/def2-TZVPD",
  "orbital_gap_ev": 9.21,
  "homo_ev": -9.35,
  "multiplicity": 1,
  "elements": ["O", "O", "O", "O", "O", "O", "O", "O", "O", "O", "O", "H", "H", "H", "H", "H", "H", "H", "H", "H", "H", "H", "H", "H", "H", "H", "H", "H", "H", "H", "H", "H", "H"],
  "xyz": [[1.375, -1.802, -4.080], [2.428, -1.164, 1.345], [0.932, -3.324, -2.033], [-4.003, -1.104, 0.186], [0.159, 3.339, 3.199], [-0.298, 1.450, 0.845], [4.014, -1.122, -0.023], [-2.346, -2.339, -0.515], [-1.833, 3.384, -0.019], [-1.652, 0.358, -3.235], [2.317, 0.563, 3.374], [1.120, -1.245, -3.336], [2.550, -0.596, 2.114], [-3.965, -0.210, 0.546], [4.085, -0.975, 0.926], [1.461, -2.619, -2.424], [-2.225, 4.103, -0.528], [1.674, 0.707, 2.671], [1.986, -0.214, 3.839], [-2.895, -3.095, -0.280], [0.808, 3.906, 3.631], [1.518, -0.999, 1.074], [0.261, -2.857, -1.522], [-1.379, 3.831, 0.705], [-2.557, 0.596, -3.466], [-1.740, -0.120, -2.403], [-1.774, -2.217, 0.251], [-0.633, 3.886, 3.147], [0.455, 2.045, 0.756], [1.101, -1.299, -4.855], [-4.934, -1.231, -0.028], [0.037, 0.601, 0.536], [3.953, -0.235, -0.394]]
}

***

y) {
  "formula": "H22O11",
  "method": "ωB97M-V/def2-TZVPD",
  "orbital_gap_ev": 6.77,
  "homo_ev": -6.79,
  "multiplicity": 1,
  "elements": ["O", "O", "O", "O", "O", "O", "O", "O", "O", "O", "O", "H", "H", "H", "H", "H", "H", "H", "H", "H", "H", "H", "H", "H", "H", "H", "H", "H", "H", "H", "H", "H", "H"],
  "xyz": [[1.179, 1.521, -2.152], [-1.380, -0.693, 2.078], [-2.337, 4.031, -0.628], [-3.379, -3.208, -0.627], [4.409, -1.716, 0.584], [-0.251, -0.284, -0.409], [-1.769, -2.429, 0.115], [3.144, 2.874, 1.283], [4.918, 0.102, -0.487], [-4.452, 3.133, 0.655], [-0.689, -3.901, -0.251], [3.474, 2.098, 1.749], [-1.381, -1.724, -0.415], [-1.231, -0.596, 3.025], [-1.276, -4.347, 0.370], [-2.186, 3.128, -0.931], [-1.468, -2.242, 1.011], [1.021, 2.408, -1.810], [-4.020, -2.511, -0.450], [2.087, 1.328, -1.894], [-0.544, -0.114, 0.493], [5.453, -0.657, -0.230], [-3.497, 3.260, 0.668], [-2.778, 4.457, -1.372], [3.896, 3.478, 1.272], [0.692, -0.085, -0.391], [-3.208, -3.134, -1.573], [-2.080, -0.059, 1.885], [3.800, -1.373, 1.247], [-0.841, -4.358, -1.086], [5.360, 0.446, -1.272], [-4.623, 2.726, -0.202], [3.956, -1.562, -0.253]]
}

***

z) {
  "formula": "H22O11",
  "method": "ωB97M-V/def2-TZVPD",
  "orbital_gap_ev": 9.50,
  "homo_ev": -9.95,
  "multiplicity": 1,
  "elements": ["O", "O", "O", "O", "O", "O", "O", "O", "O", "O", "O", "H", "H", "H", "H", "H", "H", "H", "H", "H", "H", "H", "H", "H", "H", "H", "H", "H", "H", "H", "H", "H", "H"],
  "xyz": [[3.210, -2.200, 1.074], [3.448, 3.820, 0.102], [4.553, 1.350, 0.831], [0.312, -2.199, 1.823], [1.316, -3.478, -2.791], [-1.596, -2.328, -1.355], [-0.648, 1.560, -2.547], [-4.069, 0.937, -0.069], [-3.257, 2.615, -0.573], [-3.036, -0.464, 3.754], [0.196, 0.603, -0.311], [-0.353, 0.649, -2.438], [-2.602, -1.137, 3.219], [-0.071, 1.516, -0.157], [-2.300, 2.591, -0.457], [3.339, -2.152, 2.028], [-0.022, 0.153, 0.514], [2.674, -2.991, 0.948], [-3.438, 0.126, 3.108], [-0.300, -1.660, 2.337], [3.675, 1.232, 1.210], [-3.511, 0.156, -0.160], [-0.666, 1.688, -3.503], [3.484, 4.503, -0.577], [2.607, 3.376, -0.057], [-0.041, -3.092, 1.899], [0.784, -4.076, -3.327], [-3.436, 3.520, -0.852], [0.851, -3.442, -1.948], [-4.962, 0.604, -0.207], [4.928, 2.084, 1.330], [-1.637, -2.938, -0.610], [-2.444, -2.442, -1.799]]
}

***

Of them, the most stable is w) and the least stable is y).

***

w) {
  "formula": "H22O11",
  "method": "ωB97M-V/def2-TZVPD",
  "orbital_gap_ev": 10.97,
  "homo_ev": -11.15,
  "multiplicity": 1,
  "elements": ["O", "O", "O", "O", "O", "O", "O", "O", "O", "O", "O", "H", "H", "H", "H", "H", "H", "H", "H", "H", "H", "H", "H", "H", "H", "H", "H", "H", "H", "H", "H", "H", "H"],
  "xyz": [[-13.120, -6.944, 17.888], [-19.128, -4.955, 20.165], [-12.275, -4.239, 14.218], [-19.342, -1.711, 14.934], [-14.935, -7.668, 13.764], [-19.339, -9.301, 17.718], [-21.329, -6.331, 14.959], [-17.604, -5.124, 16.502], [-14.296, -3.030, 18.646], [-20.161, -3.199, 11.390], [-18.676, -8.378, 12.711], [-11.497, -3.810, 13.862], [-20.833, -6.822, 14.304], [-20.195, -1.290, 15.044], [-20.809, -6.405, 15.759], [-18.196, -4.555, 16.010], [-18.491, -8.936, 11.955], [-14.662, -7.802, 14.672], [-14.734, -6.750, 13.586], [-13.355, -7.288, 18.749], [-16.783, -4.634, 16.548], [-19.905, -2.734, 12.186], [-18.966, -8.469, 17.427], [-14.749, -3.026, 19.489], [-19.333, -3.475, 10.997], [-20.034, -5.183, 19.955], [-13.746, -2.247, 18.664], [-13.172, -5.993, 17.987], [-18.708, -1.033, 15.168], [-20.038, -9.052, 18.323], [-17.816, -8.074, 13.001], [-12.440, -3.788, 15.046], [-18.615, -5.331, 19.450]]
}

***

x) {
  "formula": "H22O11",
  "method": "ωB97M-V/def2-TZVPD",
  "orbital_gap_ev": 9.39,
  "homo_ev": -9.37,
  "multiplicity": 1,
  "elements": ["O", "O", "O", "O", "O", "O", "O", "O", "O", "O", "O", "H", "H", "H", "H", "H", "H", "H", "H", "H", "H", "H", "H", "H", "H", "H", "H", "H", "H", "H", "H", "H", "H"],
  "xyz": [[1.366, 4.624, 0.193], [-3.020, -2.261, 1.834], [-0.522, 2.454, 0.014], [1.997, -1.230, 2.220], [4.965, -0.131, -1.057], [-2.549, 1.404, 2.008], [0.133, -0.400, -0.482], [-2.896, 2.542, -1.721], [-4.006, -3.640, -1.435], [4.880, -2.334, 0.592], [0.261, -1.403, -2.135], [-3.818, -2.734, 1.575], [0.931, 5.068, 0.930], [0.620, -1.787, -2.943], [4.620, -2.735, -0.245], [-2.580, 1.993, -0.994], [-3.076, 2.207, 1.928], [-0.791, -0.199, -0.298], [-2.434, -2.951, 2.163], [4.237, -1.628, 0.723], [-3.765, -4.143, -0.648], [2.795, -1.766, 2.299], [1.847, -1.173, 1.269], [0.017, -2.166, -1.600], [0.647, 4.423, -0.417], [-1.087, 3.113, 0.434], [-2.057, 1.528, 2.828], [-0.263, 2.864, -0.819], [0.591, 0.433, -0.319], [5.477, 0.678, -1.162], [-3.675, -2.753, -1.256], [4.992, -0.540, -1.929], [-3.839, 2.641, -1.548]]
}

***

Of them, the most stable is w) and the least stable is x).